Density functional theory data (ωB97M-V/def2-TZVPD) for a cluster of 14 separate species, C42H56O42 in total at a distorted geometry.

Results
- Orbital gap: 0.38423 hartree
- HOMO: -10.32 eV
- Energy relative to the best compared isomer or geometry (same formula, charge and spin): 0.000 eV
- Calculated total energy: -4794.25083 Ha
- Net charge: 0

The geometry in XYZ format:
```
140
Properties=species:S:1:pos:R:3:forces:R:3
C 2.5878 4.3581 -3.2396 -0.1629 -0.2638 0.0313
C 1.7269 5.6128 -3.3477 -1.9018 -1.1076 -0.1783
O 0.5450 5.2485 -2.4438 1.1642 2.4957 -2.1628
C 0.8286 4.1676 -1.7797 0.1046 -0.2020 -0.4524
O 0.1516 3.7872 -0.8822 -0.7156 -0.8763 1.4847
O 1.8838 3.5433 -2.2584 1.5637 -0.4016 -0.1889
H 3.6015 4.5962 -2.9048 -0.2121 -0.3394 0.1872
H 2.6275 3.7862 -4.1727 0.0145 0.2414 0.3125
H 1.3643 5.7334 -4.3986 0.0560 0.1430 1.1371
H 2.1565 6.5006 -2.9198 0.1425 0.3097 0.0035
C 2.4313 -3.1400 2.6987 0.7599 -1.1172 -0.1699
C 3.8930 -3.3323 3.1256 0.4124 0.3292 -1.9665
O 4.3091 -4.3848 2.1481 1.5151 1.8099 1.8582
C 3.2626 -5.0398 1.7881 -1.0529 -2.9203 -1.2579
O 3.2887 -6.0496 1.1088 -0.0875 0.8432 0.4022
O 2.1349 -4.5363 2.2669 -0.5032 1.7700 0.7249
H 2.3359 -2.5564 1.7869 0.0078 0.3305 0.1847
H 1.7641 -2.8082 3.4880 -0.0221 -0.3365 -0.1148
H 4.1075 -3.5712 4.1470 -0.3744 -0.9901 0.5194
H 4.5908 -2.5310 2.9161 -0.3178 0.5292 -0.2595
C -2.4935 2.3162 -4.6018 -0.1809 0.3532 0.0325
C -1.5972 2.4881 -3.3862 -0.9529 1.1665 -0.2394
O -2.4716 2.3935 -2.2684 -0.8453 -0.3821 0.1446
C -3.7193 2.6704 -2.7021 1.0723 -0.5684 -1.3139
O -4.6196 2.9237 -1.9823 -1.1685 0.3275 0.6577
O -3.7905 2.6029 -4.0565 -0.3410 0.8357 1.0443
H -2.6137 1.3292 -4.9592 0.6004 -1.2084 -0.4224
H -2.2841 2.9962 -5.4407 0.0408 -0.1575 0.5309
H -1.2442 3.4804 -3.3148 0.5908 1.3313 -0.4658
H -0.7762 1.8781 -3.2291 1.2818 -1.7220 -0.1461
C -2.0188 6.4958 0.3444 -1.1952 -1.1878 1.1156
C -2.9772 5.3564 0.0387 -1.4542 -1.1803 -0.6160
O -2.7294 4.3128 1.0560 0.6467 1.6978 -0.2810
C -2.1427 4.9580 2.0966 0.1132 -0.1292 0.5012
O -1.8784 4.4396 3.1502 -0.1727 0.4297 -0.9537
O -1.9029 6.2772 1.8137 0.5477 -0.3934 -1.0368
H -2.4692 7.4964 0.1963 0.5740 -0.6599 -0.0304
H -1.1095 6.2686 -0.2146 0.3876 0.6007 0.5315
H -2.9278 4.8773 -0.9518 0.5566 0.2285 0.4491
H -4.0344 5.6104 0.1468 0.1093 0.3240 0.2004
C 1.1426 3.2002 2.1311 0.9358 -0.9637 -0.6511
C 1.6517 4.6320 2.0921 -0.7150 0.8291 2.4225
O 1.9297 4.8681 3.5813 0.0474 1.0034 -2.8971
C 1.5149 3.8525 4.2898 0.0467 -0.4426 0.8743
O 1.5338 3.8441 5.4859 -0.1701 -0.4976 0.0280
O 1.1225 2.8106 3.5255 -0.2527 0.4637 -0.7504
H 1.8857 2.5639 1.6035 -0.6003 0.0648 0.4072
H 0.1655 3.0406 1.6732 0.0445 0.1782 0.2498
H 0.9030 5.3845 1.7922 0.2696 -0.3992 0.2179
H 2.5721 4.8062 1.5577 0.2630 -0.1826 -0.0149
C -4.0865 -2.2653 -2.4718 -0.2476 0.3757 0.1893
C -3.0476 -3.1913 -1.9203 2.7302 0.5577 0.6695
O -1.7729 -2.3539 -2.0958 -2.0890 -0.8737 -0.7480
C -2.0627 -1.3905 -3.0099 0.4027 -1.0169 1.2548
O -1.2111 -0.6986 -3.4478 0.7043 1.2393 -0.8680
O -3.3631 -1.2952 -3.2900 -0.5306 -0.8208 0.4659
H -4.6688 -1.7516 -1.7172 0.0891 0.3015 0.1154
H -4.7405 -2.8435 -3.0885 -0.5342 0.0240 -0.6261
H -2.9850 -4.1187 -2.4971 0.3949 0.2432 0.0523
H -2.9705 -3.4186 -0.8504 -0.8918 0.0637 -0.2907
C -2.4730 -2.1688 4.3863 -1.1994 -0.2098 1.5671
C -2.2659 -3.4491 3.6249 1.1023 -0.0901 0.9025
O -0.8125 -3.6361 3.8200 -1.1160 -0.0347 -0.4146
C -0.4475 -2.9151 4.8704 0.0738 -0.1544 0.1706
O 0.6443 -2.9273 5.3276 1.9231 -0.0869 0.5940
O -1.4045 -2.1619 5.3942 -1.5383 -0.0393 -1.0130
H -3.4560 -2.1645 4.9332 1.0125 0.3841 -0.7077
H -2.3105 -1.3324 3.7276 -0.2075 0.5061 -0.0187
H -2.4541 -3.2501 2.5991 -0.1934 -0.4583 -0.8971
H -2.7755 -4.3229 4.0472 0.0981 0.2280 -0.3289
C -4.5534 1.4308 2.1341 -1.1679 0.6746 -0.7557
C -5.0234 1.3565 0.6460 0.8720 -1.2034 -0.0395
O -4.5781 -0.0138 0.3124 -0.3628 0.7861 -0.2729
C -4.3864 -0.6873 1.4226 -0.1787 -0.8203 1.4632
O -4.0704 -1.8328 1.4927 0.0661 -0.5136 -0.2517
O -4.6108 0.0578 2.5495 0.7688 0.3927 -1.0337
H -5.2926 1.9381 2.7480 0.2485 0.3472 0.0314
H -3.5514 1.8995 2.2237 -0.5044 -0.5321 0.0900
H -4.5102 1.9434 -0.0942 0.2370 0.7287 0.2810
H -6.0815 1.3876 0.3913 -0.1375 0.1181 0.6586
C 0.2887 -6.6983 0.5042 0.4026 0.3310 -0.5389
C -0.1018 -6.4727 1.9506 -0.6171 0.1798 -0.4199
O -1.4489 -5.9532 1.7122 0.3499 0.2285 0.9414
C -1.8851 -6.3247 0.5096 -3.8122 0.7778 -0.6750
O -3.0527 -6.1682 0.1385 2.3253 -0.1521 0.8101
O -0.9586 -6.8544 -0.2493 1.3580 -0.6717 0.6735
H 0.9419 -7.5434 0.3437 0.0762 -0.0316 -0.2620
H 0.6842 -5.7578 0.1123 0.4953 -0.3127 0.1560
H 0.5817 -5.7565 2.4330 -0.9319 -0.1188 -0.3321
H -0.2044 -7.3369 2.6086 0.0239 -0.2594 -0.3677
C 2.6187 -3.6423 -1.3125 2.2340 -0.3302 0.9088
C 1.6683 -4.3281 -2.2313 0.1650 1.0843 -1.6558
O 1.7476 -3.4804 -3.4143 -0.4036 -0.1030 0.0021
C 2.7678 -2.6063 -3.3295 -1.6533 -0.4305 0.1020
O 2.9928 -1.8331 -4.1944 0.7866 1.0216 -1.0829
O 3.3725 -2.6678 -2.1605 -0.5509 -0.9251 1.5827
H 3.4105 -4.3446 -0.9495 -0.7976 0.6862 0.0852
H 2.0263 -3.1804 -0.4967 0.9472 0.2158 -0.5655
H 0.6736 -4.2246 -1.8067 -0.2077 -0.6545 -0.3416
H 1.9984 -5.2758 -2.6381 -0.3734 -0.5692 0.7329
C 1.2923 0.4473 -6.7172 -1.1883 0.2923 1.3613
C 2.6082 1.0361 -6.2927 0.3141 0.5257 -0.0575
O 2.3204 2.4587 -6.2049 0.2104 0.0840 0.3073
C 1.0197 2.6040 -5.9058 0.9855 -1.3769 -1.1655
O 0.4987 3.6114 -5.5825 -0.6574 1.6286 0.8081
O 0.3899 1.4586 -6.0867 -0.6746 -1.5526 -0.8485
H 1.0155 -0.5045 -6.2753 0.3152 0.0056 0.4202
H 1.1039 0.3075 -7.7839 0.0629 0.8527 -0.0156
H 3.3374 0.9591 -7.0662 0.7625 -0.3014 -0.2747
H 2.9872 0.7215 -5.3154 -0.1812 -0.2897 -0.2895
C 0.0453 0.6247 5.3615 0.1650 -0.4257 -1.4180
C 1.4956 0.3869 5.6618 1.4065 0.6833 1.4579
O 2.1560 0.2042 4.3946 0.9176 0.1424 1.5548
C 1.2709 0.1242 3.4658 -0.7902 -0.7958 -2.0437
O 1.5680 -0.0660 2.2923 -0.9505 0.3872 1.0895
O 0.0218 0.1797 3.9687 -0.5192 0.0540 -0.6878
H -0.2488 1.6616 5.3766 0.1420 0.3966 -0.0045
H -0.6663 0.0459 5.9171 -0.0815 -0.4877 0.2002
H 1.7613 -0.4480 6.3140 -0.4242 -0.1486 -0.3118
H 1.9282 1.2838 6.0936 0.1016 0.1118 0.1078
C 4.1781 -0.0633 0.5956 -0.1717 -1.5543 -1.6111
C 3.2913 0.1741 -0.6670 0.5989 3.4891 1.1313
O 4.2581 0.9908 -1.4581 -0.6657 -1.6385 0.5368
C 5.5072 0.5273 -1.1480 -0.9585 2.0762 -0.5575
O 6.4528 0.9288 -1.7360 1.0493 -0.4432 -0.4006
O 5.4896 -0.2116 -0.0585 -0.3794 -0.0770 1.4414
H 4.0717 -1.0304 1.0868 -0.4943 0.2462 0.0480
H 4.0981 0.7481 1.3293 0.4645 -0.0642 -0.3962
H 2.4779 0.9090 -0.4637 0.5076 -0.7898 0.0173
H 2.9099 -0.6150 -1.2588 0.0941 -1.0547 -0.2184
C -1.3014 0.0716 0.6207 0.2425 -0.7303 1.9391
C -0.2040 0.3211 -0.3639 0.8702 -0.4581 -0.5133
O 0.4978 -0.9458 -0.4161 -0.3074 -0.4942 -0.2485
C -0.1942 -1.9038 0.2426 1.0416 0.3286 0.8731
O 0.1461 -3.0614 0.3265 -0.5413 0.7435 -0.3281
O -1.1789 -1.3602 0.9536 -0.6386 0.6018 -0.6277
H -2.2860 0.2680 0.2641 -0.6235 0.0070 -0.3667
H -1.1248 0.5937 1.5920 -0.1694 -0.2585 -0.7972
H 0.4570 1.0653 0.0516 0.3726 0.1776 -0.1823
H -0.4632 0.5632 -1.3997 -0.3176 0.0183 0.3947
```
Forces are in eV/Å.